Entry 1:
{
  "formula": "C31H57N2O2P2PtS",
  "method": "the ωB97M-V functional and the def2-TZVPD basis",
  "species": ["C", "C", "C", "C", "C", "H", "H", "H", "N", "P", "P", "C", "H", "H", "C", "H", "C", "C", "C", "C", "C", "H", "H", "H", "C", "H", "H", "H", "C", "H", "H", "H", "C", "H", "H", "H", "C", "H", "H", "H", "C", "H", "H", "H", "C", "H", "H", "H", "C", "H", "H", "H", "C", "H", "H", "H", "C", "H", "H", "H", "C", "H", "H", "H", "C", "H", "H", "H", "Pt", "C", "O", "N", "C", "C", "C", "C", "C", "H", "H", "H", "H", "H", "H", "H", "H", "H", "C", "S", "C", "O", "H", "H", "H", "H", "H", "H"],
  "positions_angstrom": [[-2.107, 1.763, 0.816], [-2.397, -0.540, 0.339], [-3.492, 1.921, 0.958], [-3.789, -0.424, 0.368], [-4.326, 0.826, 0.705], [-3.862, 2.928, 1.187], [-4.396, -1.313, 0.136], [-5.404, 0.949, 0.754], [-1.599, 0.524, 0.628], [0.409, 2.648, 0.035], [-0.136, -2.157, 0.902], [-1.224, 3.011, 0.919], [-1.734, 3.952, 0.666], [-1.020, 3.121, 2.010], [-1.687, -1.774, -0.155], [-2.328, -2.661, -0.191], [0.851, -3.561, 0.069], [-0.681, -2.578, 2.640], [-0.099, 3.084, -1.837], [1.726, 3.874, 0.624], [2.026, -3.023, -0.793], [2.916, -2.826, -0.183], [2.312, -3.804, -1.513], [1.768, -2.111, -1.353], [1.469, -4.484, 1.138], [2.216, -3.965, 1.755], [0.708, -4.943, 1.781], [1.995, -5.293, 0.606], [-0.107, -4.362, -0.826], [0.296, -5.379, -0.935], [-1.116, -4.466, -0.410], [-0.174, -3.920, -1.829], [0.557, -2.791, 3.554], [1.467, -2.292, 3.197], [0.337, -2.361, 4.537], [0.749, -3.860, 3.701], [-1.504, -1.395, 3.215], [-1.034, -0.423, 2.995], [-2.541, -1.394, 2.854], [-1.501, -1.493, 4.309], [-1.575, -3.836, 2.558], [-1.838, -4.160, 1.541], [-1.098, -4.668, 3.085], [-2.518, -3.618, 3.080], [2.999, 3.765, -0.275], [3.761, 4.492, 0.087], [3.456, 2.759, -0.149], [2.818, 3.885, -1.362], [2.113, 3.622, 2.100], [1.262, 3.653, 2.760], [2.717, 2.711, 2.193], [2.772, 4.452, 2.434], [1.203, 5.317, 0.544], [0.123, 5.362, 0.744], [1.702, 5.903, 1.339], [1.430, 5.817, -0.417], [-1.529, 2.558, -2.058], [-2.276, 3.151, -1.504], [-1.777, 2.611, -3.136], [-1.592, 1.495, -1.756], [0.864, 2.335, -2.796], [0.350, 1.480, -3.267], [1.202, 3.019, -3.595], [1.744, 1.918, -2.286], [-0.099, 4.592, -2.147], [-0.685, 5.159, -1.410], [0.920, 4.996, -2.218], [-0.580, 4.737, -3.133], [0.476, 0.080, 0.518], [0.847, 0.719, 2.328], [1.277, 0.323, 3.440], [-0.044, -0.543, -1.665], [-1.064, -1.342, -1.595], [-1.731, -1.805, -2.920], [-2.831, -2.826, -2.685], [-2.341, -0.559, -3.561], [-0.625, -2.374, -3.839], [-2.443, -3.734, -2.202], [-3.645, -2.405, -2.076], [-3.245, -3.118, -3.663], [-1.546, 0.166, -3.796], [-2.855, -0.834, -4.495], [-3.066, -0.076, -2.885], [-0.938, -3.333, -4.273], [-0.426, -1.660, -4.649], [0.326, -2.513, -3.308], [4.488, 1.185, 1.180], [2.788, 0.790, 0.518], [3.014, -0.872, 1.354], [0.564, 1.950, 2.054], [4.908, 0.338, 1.761], [4.572, 2.149, 1.692], [4.895, 1.230, 0.146], [3.348, -0.729, 2.397], [2.104, -1.558, 1.264], [3.782, -1.166, 0.628]],
  "s_squared": 2.032,
  "charge": 1,
  "lumo_ev": [-2.654, -4.755],
  "mol_weight_g_mol": 778.9,
  "orbital_gap_ev": [7.02, 5.49],
  "spin_multiplicity": 3,
  "total_energy_ev": -72795.7856,
  "relative_energy_kcal_mol": 114.6
}


Entry 2:
{
  "formula": "C6H10O",
  "method": "the ωB97M-V functional and the def2-TZVPD basis",
  "species": ["O", "C", "C", "C", "C", "C", "C", "H", "H", "H", "H", "H", "H", "H", "H", "H", "H"],
  "positions_angstrom": [[0.854, -0.197, 1.601], [1.186, -0.346, -0.229], [0.096, -1.377, -0.417], [-1.299, -0.727, -0.218], [-1.181, 0.723, 0.263], [-0.234, 1.516, -0.414], [0.999, 0.958, -0.754], [1.431, 0.539, 1.857], [2.198, -0.746, -0.172], [0.268, -2.207, 0.275], [0.197, -1.770, -1.436], [-1.892, -1.314, 0.492], [-1.838, -0.749, -1.175], [-2.111, 1.190, 0.586], [-0.145, 0.342, 1.286], [-0.376, 2.596, -0.492], [1.845, 1.568, -1.053]],
  "lumo_ev": 0.612,
  "mol_weight_g_mol": 98.1,
  "orbital_gap_ev": 7.96,
  "total_energy_ev": -8428.4131,
  "relative_energy_kcal_mol": 65.2
}


Entry 3:
{
  "formula": "C2H5ClN2",
  "method": "the ωB97M-V functional and the def2-TZVPD basis",
  "species": ["C", "C", "N", "N", "Cl", "H", "H", "H", "H", "H"],
  "positions_angstrom": [[1.007, 0.624, -0.500], [1.424, -1.640, 0.310], [1.355, -0.478, -0.175], [-2.765, 0.977, 0.036], [-4.244, 1.394, -0.796], [1.598, 1.310, -1.078], [1.124, -2.486, -0.280], [-2.664, 1.636, 0.803], [1.840, -1.789, 1.291], [-1.999, 1.132, -0.615]],
  "lumo_ev": 0.698,
  "mol_weight_g_mol": 92.5,
  "orbital_gap_ev": 9.01,
  "total_energy_ev": -17653.8097,
  "relative_energy_kcal_mol": 86.8
}


Q: Number 2 is which compound?
A: C6H10O